Entry 1:
16
Properties=species:S:1:pos:R:3:forces:R:3 method="wB97M-V/def2-TZVPD" total_charge=0 energy_ev=-10889.3816 e_above_lowest_kcal_mol=27.67 smiles="NCCC(=O)O.O" spin_multiplicity=1 lumo_energy_ev=0.68
N -0.5245 -0.3386 -1.6241 0.03 0.13 0.31
C -0.2668 -0.7953 -0.2470 1.68 -0.28 -0.51
C 1.2604 -0.8684 0.0149 -0.28 2.43 0.22
C 1.6825 -0.6580 1.4566 0.07 -2.81 0.20
O 0.9643 -0.6905 2.4173 -0.11 0.61 0.01
O 3.0340 -0.6613 1.5551 0.28 0.17 -0.52
H 0.1525 -0.8013 -2.2227 -0.21 -0.17 -0.15
H -0.2826 0.6407 -1.7184 -0.14 0.16 0.12
H -0.6066 -0.1122 0.5236 -0.86 -0.11 -0.19
H -0.6753 -1.8010 -0.1832 -0.34 0.14 0.51
H 1.6661 0.0997 -0.3426 -0.09 -0.33 -0.70
H 1.7737 -1.6377 -0.5504 0.25 -0.27 0.43
H 3.3219 -0.9300 2.4354 -0.31 0.32 0.28
O -4.9146 3.2412 -2.5751 0.15 0.09 0.13
H -5.6738 2.9174 -3.0695 0.00 -0.07 0.24
H -5.0159 2.9550 -1.6573 -0.15 -0.02 -0.37

=====

Entry 2:
30
Properties=species:S:1:pos:R:3:forces:R:3 method="wB97M-V/def2-TZVPD" total_charge=+1 energy_ev=-24472.1366 e_above_lowest_kcal_mol=66.73 spin_multiplicity=1 lumo_energy_ev=-3.38
C 0.7013 -2.7585 0.3366 -0.23 0.25 -0.32
C 0.0328 -1.4889 -0.1344 -0.17 -0.73 0.00
N -1.2572 -1.2509 0.6263 0.12 0.58 -0.84
P -2.5110 -1.7695 -0.3287 0.16 -0.05 0.24
C -4.0608 -1.8364 0.6285 -0.09 0.31 -0.63
O -5.0135 -2.6178 -0.0632 -0.22 -0.64 0.45
O -4.5775 -2.7306 -1.4061 0.44 0.32 -0.56
H 0.1760 -3.6105 -0.0714 -0.16 -0.42 0.05
H 1.6953 -2.7818 -0.0817 0.43 -0.12 0.10
H 0.7079 -2.8288 1.4103 0.23 0.01 0.38
H -0.1853 -1.6292 -1.1918 -0.03 0.24 -0.39
H 0.6825 -0.6304 -0.0843 0.00 0.41 0.39
H -1.3326 -0.2436 0.7514 -0.13 -0.02 0.53
H -2.5947 -0.9832 -1.4789 -0.24 -0.05 -0.04
H -2.1210 -3.0316 -0.7458 0.00 -0.11 0.06
H -4.4604 -0.8335 0.7446 0.13 0.41 0.07
H -3.8719 -2.2464 1.6094 0.14 -0.30 0.30
H -4.4345 -3.6829 -1.5387 -0.35 -0.05 0.20
C 3.8858 3.4067 0.7289 0.01 0.00 0.00
C 3.7660 3.5924 -0.6412 0.02 0.00 0.00
C 2.5841 3.2612 -1.2870 -0.01 -0.01 -0.05
C 1.5182 2.7512 -0.5599 -0.02 -0.07 0.02
C 1.6373 2.5682 0.8114 -0.03 -0.07 -0.05
C 2.8224 2.8924 1.4558 0.00 -0.03 0.05
H 4.8087 3.6639 1.2308 0.01 0.01 0.01
H 4.5951 3.9964 -1.2061 0.01 0.00 -0.01
H 2.4932 3.4024 -2.3558 0.00 0.02 -0.01
H 0.5929 2.4988 -1.0648 -0.01 0.04 -0.01
H 0.8042 2.1738 1.3820 -0.01 0.04 0.03
H 2.9166 2.7470 2.5238 0.00 0.01 0.01

=====

Entry 3:
20
Properties=species:S:1:pos:R:3:forces:R:3 method="wB97M-V/def2-TZVPD" total_charge=0 energy_ev=-18987.6985 e_above_lowest_kcal_mol=196.91 spin_multiplicity=1 lumo_energy_ev=-1.74
C -0.0403 0.6286 -1.4237 0.93 0.60 -0.01
C 1.1189 1.2512 -1.0258 -1.53 1.68 -3.27
C 1.5959 -0.4248 0.6796 -0.74 -2.08 -1.14
C 0.4616 -1.1511 0.3405 -0.37 0.50 0.92
C -0.4898 -0.6227 -0.7251 0.42 0.47 -0.14
C 1.8757 0.7161 -0.0391 3.16 0.31 3.31
N -1.7855 -0.6680 -0.1714 -2.89 -0.06 1.19
N -2.3970 0.5614 -0.1188 2.39 -0.28 -1.08
N -3.5208 0.7779 0.3117 -0.59 -1.90 0.85
O -4.1128 1.8564 0.3109 -0.71 0.90 0.23
O -4.2458 -0.3633 0.8674 1.06 -0.46 -0.58
O 0.0895 -2.1981 1.0863 -0.92 1.38 -1.58
O 3.0189 1.4090 0.3898 -1.64 -2.29 -0.55
H -0.6059 0.9817 -2.3273 0.44 -0.38 1.29
H 1.5994 2.1234 -1.5356 -0.93 -0.72 0.36
H 2.3181 -0.9604 1.2577 0.41 0.32 0.90
H -4.9670 -0.0314 1.4100 0.00 0.89 -0.15
H -0.4728 -1.3564 -1.5494 0.33 -0.33 -0.19
H -0.9195 -2.2500 0.9298 0.98 0.17 0.05
H 3.3869 0.7361 1.0150 0.22 1.29 -0.39

=====

Entry 4:
146
Properties=species:S:1:pos:R:3:forces:R:3 method="wB97M-V/def2-TZVPD" total_charge=0 energy_ev=-116710.8992 e_above_lowest_kcal_mol=29.92 spin_multiplicity=1 lumo_energy_ev=0.16
Y 0.2140 -0.5492 -0.7249 -0.17 -0.86 0.26
C 2.2849 -4.0042 1.6281 0.01 -0.07 -0.07
Si 1.0097 -2.9084 2.4665 -0.19 -0.15 -0.21
C -0.6486 -3.8031 2.3879 -0.08 -0.10 0.00
C 1.3987 -2.8572 4.3082 0.14 0.13 0.10
N 0.8371 -1.3919 1.6657 0.18 0.46 -0.52
P 1.6236 0.0140 1.8562 0.39 0.75 -0.77
C 1.1618 1.1448 0.6160 -0.90 -0.32 1.23
P -0.1573 2.2302 0.9003 0.76 0.17 -0.49
N -1.6440 1.6640 0.7603 0.08 0.33 -0.03
Si -3.0968 2.5574 0.4824 0.00 -0.26 -0.02
C -3.3033 4.2760 1.2411 0.17 -0.02 0.14
C -4.5072 1.5321 1.2029 -0.21 -0.09 -0.04
C -3.4651 2.8663 -1.3383 0.02 -0.06 -0.15
C -0.0048 3.5230 -0.4220 -0.19 0.05 -0.01
C 0.2971 4.8715 -0.2380 0.04 -0.04 -0.10
C 0.3433 5.7473 -1.3192 -0.01 -0.02 0.03
C 0.0800 5.2927 -2.6029 0.02 0.04 0.01
C -0.2533 3.9598 -2.7987 0.00 -0.02 -0.05
C -0.3039 3.0982 -1.7176 0.05 0.18 0.17
C 0.0966 3.2334 2.4092 0.02 -0.12 0.04
C 1.2878 3.9395 2.5862 0.03 -0.09 0.03
C 1.4555 4.7771 3.6774 0.07 -0.05 -0.02
C 0.4416 4.9000 4.6197 -0.01 -0.01 0.05
C -0.7244 4.1639 4.4789 -0.01 -0.03 0.05
C -0.8909 3.3313 3.3793 -0.04 0.01 -0.08
C 3.4417 -0.1929 1.6484 0.04 -0.21 0.08
C 4.1470 0.5625 0.7212 0.01 0.06 0.07
C 5.5206 0.4028 0.5678 0.02 0.02 -0.05
C 6.2059 -0.5216 1.3393 -0.03 -0.01 0.01
C 5.5166 -1.2705 2.2877 -0.03 0.00 0.03
C 4.1504 -1.0976 2.4444 -0.05 0.00 -0.10
C 1.6024 0.5189 3.6154 -0.31 -0.13 0.10
C 2.7089 1.0898 4.2417 -0.07 0.04 0.00
C 2.6961 1.3266 5.6092 0.01 0.07 0.01
C 1.5780 1.0005 6.3648 -0.02 0.04 0.00
C 0.4612 0.4575 5.7462 -0.10 0.05 0.01
C 0.4746 0.2239 4.3797 0.05 0.06 -0.08
H 2.1477 -5.0571 1.9097 0.03 0.13 -0.02
H 3.3080 -3.7180 1.8860 -0.05 -0.01 -0.02
H 2.1994 -3.9187 0.5388 0.06 -0.04 0.15
H -0.5038 -4.8863 2.4871 -0.06 0.18 0.01
H -1.1592 -3.6226 1.4349 0.05 -0.07 0.14
H -1.3106 -3.4921 3.2046 0.06 0.00 -0.10
H 1.5755 -3.8795 4.6674 -0.03 0.10 -0.09
H 0.5561 -2.4449 4.8709 0.07 -0.07 -0.03
H 2.2767 -2.2548 4.5647 -0.13 -0.10 0.05
H -3.5207 4.2490 2.3125 0.04 0.02 -0.05
H -4.1376 4.7840 0.7412 0.08 -0.10 0.04
H -2.4096 4.8896 1.0969 -0.03 0.02 0.00
H -4.5264 1.5903 2.2993 0.04 -0.03 -0.15
H -4.4284 0.4746 0.9174 -0.10 0.30 0.07
H -5.4697 1.9115 0.8307 0.14 -0.08 0.09
H -3.0367 3.8208 -1.6621 -0.02 -0.10 0.03
H -4.5502 2.9078 -1.5025 0.16 0.00 0.02
H -3.0564 2.0770 -1.9770 -0.06 0.14 0.05
H 0.4988 5.2502 0.7549 -0.03 0.04 -0.04
H 0.5819 6.7923 -1.1543 0.00 -0.05 0.01
H 0.1201 5.9755 -3.4435 0.00 -0.02 0.03
H -0.4841 3.5973 -3.7959 0.02 -0.01 0.06
H -0.5988 2.0716 -1.8810 -0.06 -0.12 -0.08
H 2.0829 3.8225 1.8557 -0.01 0.02 0.05
H 2.3799 5.3296 3.7997 -0.02 -0.02 -0.01
H 0.5695 5.5588 5.4707 0.00 -0.03 -0.02
H -1.5051 4.2364 5.2275 0.02 -0.01 -0.03
H -1.7963 2.7473 3.2621 -0.03 0.03 0.01
H 3.6036 1.2897 0.1318 0.05 -0.13 0.01
H 6.0544 1.0004 -0.1646 -0.05 -0.02 0.04
H 7.2730 -0.6572 1.2105 -0.02 0.01 0.01
H 6.0482 -1.9823 2.9102 -0.04 0.03 -0.04
H 3.6271 -1.6617 3.2078 0.08 -0.01 -0.07
H 3.5920 1.3275 3.6622 -0.01 0.02 0.03
H 3.5654 1.7618 6.0891 -0.03 -0.02 -0.03
H 1.5756 1.1766 7.4343 0.00 -0.01 -0.04
H -0.4186 0.2122 6.3317 0.05 0.01 -0.04
H -0.3858 -0.2164 3.8879 0.05 0.04 0.05
C 1.2951 -0.7280 -4.3730 0.01 -0.05 -0.02
N 0.0253 -1.0369 -3.7327 -0.17 -0.04 0.43
C -1.1393 -1.0759 -4.6159 0.04 0.06 0.04
C -2.3706 -0.4661 -4.0265 -0.08 0.08 0.06
N -2.8380 -0.7837 -2.8583 -0.07 -0.02 0.17
C -4.0709 -0.1398 -2.7676 -0.05 -0.17 -0.07
C -5.0344 -0.1819 -1.7618 0.05 -0.06 0.02
C -6.2071 0.5230 -1.9581 0.03 -0.05 0.05
C -6.4276 1.2665 -3.1273 0.04 0.03 0.01
C -5.4857 1.3141 -4.1388 0.00 0.02 -0.02
C -4.3170 0.5891 -3.9372 0.08 -0.07 -0.01
N -3.1981 0.3692 -4.7251 -0.11 0.01 0.03
C 1.8772 0.5542 -3.8853 -0.03 0.18 -0.11
N 1.7555 1.0166 -2.6789 -0.14 0.07 0.39
C 2.5923 2.1409 -2.6265 0.01 -0.13 -0.03
C 2.9342 2.9766 -1.5658 -0.03 0.16 0.06
C 3.8072 4.0174 -1.8179 0.04 0.02 -0.06
C 4.3590 4.2297 -3.0913 -0.02 -0.05 0.00
C 4.0625 3.3867 -4.1458 0.03 -0.05 -0.05
C 3.1794 2.3452 -3.8792 0.00 -0.06 0.02
N 2.6937 1.3140 -4.6677 0.10 0.07 0.01
H 2.0228 -1.5106 -4.1457 0.03 -0.05 -0.03
H 1.1921 -0.6824 -5.4585 -0.01 -0.04 -0.12
H 0.0966 -1.9196 -3.2381 0.00 -0.01 -0.08
H -0.9092 -0.5945 -5.5655 0.05 0.11 -0.03
H -1.3999 -2.1112 -4.8438 -0.01 -0.12 -0.15
H -4.8553 -0.7528 -0.8576 -0.06 0.11 -0.12
H -6.9722 0.5076 -1.1901 0.05 0.02 -0.04
H -7.3522 1.8205 -3.2350 0.03 -0.04 -0.01
H -5.6570 1.8873 -5.0421 0.00 -0.02 0.04
H -3.0271 0.7528 -5.6340 0.05 0.04 -0.13
H 2.5285 2.7954 -0.5796 -0.11 0.02 -0.06
H 4.0800 4.6889 -1.0114 -0.03 -0.05 -0.03
H 5.0425 5.0557 -3.2473 -0.03 -0.03 0.02
H 4.5175 3.5139 -5.1228 -0.07 0.02 0.08
H 2.9535 1.1196 -5.6157 0.00 -0.06 -0.10
C -1.4414 -3.9684 -1.6274 0.05 0.02 0.00
N -0.2089 -3.1925 -1.4991 -0.04 0.15 0.24
C 0.8949 -3.7763 -1.8187 -0.13 -0.10 -0.11
C 2.1280 -3.0833 -1.8669 0.18 0.11 -0.12
C 3.3799 -3.5731 -2.2470 0.05 -0.02 -0.03
C 4.2433 -2.4735 -2.2372 -0.01 0.03 -0.07
C 3.4634 -1.3741 -1.8648 0.08 -0.04 0.00
N 2.1864 -1.7261 -1.6304 -0.35 0.06 0.31
C -1.5445 -5.3204 -0.9342 0.09 0.02 0.00
C -0.5820 -5.8438 -0.0807 0.00 -0.01 -0.08
C -0.7568 -7.0939 0.5044 0.01 -0.03 0.01
C -1.8988 -7.8374 0.2507 0.00 0.03 0.00
C -2.8731 -7.3192 -0.5955 -0.02 0.02 -0.01
C -2.6911 -6.0764 -1.1823 -0.03 -0.02 0.01
H -1.6412 -4.1461 -2.6901 -0.02 0.04 -0.08
H -2.2477 -3.3262 -1.2804 -0.02 0.04 -0.01
H 0.9129 -4.8272 -2.1172 -0.01 -0.05 0.02
H 3.6133 -4.6015 -2.4893 -0.01 0.08 0.01
H 5.2991 -2.4595 -2.4717 -0.12 0.00 0.04
H 3.7785 -0.3442 -1.7920 0.00 -0.04 0.11
H 0.3072 -5.2730 0.1526 -0.02 -0.03 -0.02
H 0.0092 -7.4835 1.1675 -0.06 0.04 -0.05
H -2.0334 -8.8114 0.7063 0.02 0.05 -0.02
H -3.7745 -7.8863 -0.8032 0.07 0.03 0.02
H -3.4518 -5.6817 -1.8520 0.05 -0.03 0.03
C -2.5843 -0.9163 2.3133 0.09 0.01 0.01
C -2.7881 -1.5411 0.9735 0.06 -0.08 -0.11
N -3.8692 -2.3379 0.8297 0.00 -0.02 0.01
O -2.0427 -1.3621 0.0065 0.47 0.16 0.08
H -3.4409 -1.0489 2.9757 0.05 -0.02 -0.05
H -2.3690 0.1406 2.1413 0.03 -0.02 0.02
H -1.6904 -1.3612 2.7474 -0.01 -0.03 -0.02
H -4.4185 -2.6061 1.6239 -0.04 0.02 0.07
H -3.9940 -2.8412 -0.0326 0.04 -0.03 -0.03

=====

Entry 5:
50
Properties=species:S:1:pos:R:3:forces:R:3 method="wB97M-V/def2-TZVPD" total_charge=0 energy_ev=-31327.5426 e_above_lowest_kcal_mol=40.69 smiles=OCCO.OCCO.OCCO.OCCO.OCCO spin_multiplicity=1 lumo_energy_ev=0.40
O -0.8166 20.6918 6.0419 -0.17 -1.14 0.99
C -1.1427 19.2727 6.2185 -0.07 1.48 -2.66
C -1.3338 18.7921 4.6978 1.03 -1.92 2.89
O -2.3381 19.5528 4.1160 0.48 0.44 0.09
H -1.3993 20.9324 5.3180 -0.11 0.45 -0.12
H -0.4103 18.8158 6.8840 0.30 -0.11 -0.65
H -2.1163 19.1388 6.6901 -0.20 0.20 0.06
H -1.6238 17.7433 4.7601 -0.53 -0.35 0.08
H -0.4357 18.6973 4.0875 0.51 0.89 0.20
H -2.6189 18.9418 3.4307 -1.28 0.26 -0.54
O -10.2482 15.8649 7.6888 -0.36 0.41 -0.78
C -10.8566 16.2335 6.4083 1.59 0.09 0.82
C -10.3538 17.6465 5.9648 -1.20 -0.43 1.42
O -8.9844 17.8467 5.8749 1.87 -0.85 -0.91
H -9.5998 15.1682 7.5630 -0.02 0.04 -0.17
H -10.5894 15.5095 5.6386 0.01 -0.15 0.03
H -11.9307 16.1702 6.5830 -0.02 0.47 -0.30
H -10.6130 18.3610 6.7461 -1.24 0.11 -0.30
H -10.7749 17.8346 4.9772 -0.12 0.41 0.16
H -8.5451 17.9862 6.7170 -0.50 -0.18 0.29
O -7.3040 18.6663 3.8175 1.06 -0.37 -0.74
C -5.9226 18.2863 3.7662 -0.11 0.57 0.76
C -5.2768 18.6868 2.4622 0.59 0.59 -0.09
O -3.9360 18.1721 2.4744 -0.76 -0.78 0.13
H -7.6736 18.3144 4.6306 -0.43 -0.06 0.12
H -5.4002 18.7418 4.6074 0.27 0.58 -0.07
H -5.7085 17.2368 3.9687 -0.53 -0.50 -0.55
H -5.1566 19.7604 2.3176 -0.47 0.38 0.55
H -5.8648 18.3946 1.5921 0.03 -0.71 0.02
H -3.4944 18.5235 1.6978 0.28 -0.04 -0.61
O -2.5327 19.3680 0.5095 0.53 0.93 -0.92
C -2.3080 20.7539 0.8361 -1.19 -0.23 1.50
C -2.4495 21.8088 -0.2487 0.63 -0.43 0.51
O -1.2092 21.9594 -0.9081 0.23 0.08 -0.31
H -1.7247 19.1661 0.0320 -0.07 -0.79 -0.25
H -3.0503 20.9702 1.6045 -0.37 0.06 -0.12
H -1.4038 20.7587 1.4447 0.50 0.69 -0.58
H -2.6955 22.7405 0.2606 -0.21 0.10 0.08
H -3.2255 21.5786 -0.9788 -0.29 -0.26 0.21
H -1.2996 22.7473 -1.4490 0.31 0.00 -0.22
O -6.5419 14.8207 2.6303 -1.20 0.07 -0.27
C -7.6454 14.9434 3.5725 1.03 0.65 0.61
C -8.9245 15.5212 2.8909 3.26 -0.46 -0.66
O -9.1423 14.7550 1.7239 -2.00 -0.64 0.10
H -5.7236 14.6670 3.1082 -0.10 0.02 0.11
H -7.7637 14.0037 4.1120 -0.62 -0.44 -0.50
H -7.2637 15.5903 4.3624 -0.45 0.61 0.12
H -8.6954 16.5306 2.5491 -0.02 0.34 0.48
H -9.7300 15.5570 3.6244 -0.31 -0.48 -0.55
H -8.3649 14.6162 1.1780 0.43 0.39 0.54

=====

Entry 6:
71
Properties=species:S:1:pos:R:3:forces:R:3 method="wB97M-V/def2-TZVPD" total_charge=+3 energy_ev=-64062.6942 spin_multiplicity=1 lumo_energy_ev="-12.08 / -12.44"
Pt 0.5239 0.2026 -0.7905 -0.18 -0.69 -0.66
O 0.2426 -1.2973 -2.7597 -0.06 0.32 0.43
C -0.6670 -1.1174 -3.5517 0.07 -0.02 0.01
C -1.4369 -2.2588 -4.0623 0.06 -0.05 0.01
C -2.3369 -2.0920 -5.0470 0.01 -0.01 -0.01
C -2.5748 -0.7812 -5.5776 -0.06 0.04 -0.06
C -1.9081 0.3482 -5.1400 0.00 -0.02 -0.05
C -0.9659 0.2574 -4.1209 0.10 0.17 0.09
C -0.2200 1.3728 -3.6827 -0.07 -0.32 -0.06
N 0.4654 1.5143 -2.5210 0.27 0.32 0.29
C 1.1196 2.6783 -2.5769 -0.21 -0.14 0.08
C 0.8462 3.3016 -3.7990 -0.13 0.06 -0.19
N 0.0029 2.4941 -4.4442 0.04 0.14 -0.02
H -1.2103 -3.2199 -3.6190 -0.03 0.00 0.01
H -2.8931 -2.9276 -5.4504 0.00 -0.01 0.02
H -3.3285 -0.6697 -6.3490 0.01 0.00 0.00
H -2.1781 1.3042 -5.5697 0.02 0.01 0.00
H 1.7264 3.0493 -1.7683 0.00 0.01 0.04
H 1.1997 4.2337 -4.2112 0.02 0.00 -0.01
H -0.3332 2.6489 -5.3863 0.00 0.00 -0.01
C 0.6028 -0.1038 3.5204 -0.21 -0.07 0.02
N 0.2367 -0.1350 2.0926 0.28 0.02 -0.19
P -0.0719 1.1891 1.1043 -0.27 -0.13 0.01
C 0.7927 2.6240 1.6785 0.10 -0.04 -0.06
C 0.2359 3.3924 2.7071 0.04 0.07 -0.06
C 0.9667 4.4443 3.2359 -0.01 0.00 0.00
C 2.2357 4.7288 2.7459 0.00 0.00 0.00
C 2.7946 3.9567 1.7337 0.00 0.00 -0.01
C 2.0773 2.8988 1.2026 0.06 -0.06 0.04
C -1.8235 1.5253 0.9789 0.06 0.09 0.10
C -2.7371 0.4730 1.0839 0.00 0.00 0.05
C -4.0916 0.7235 0.9429 0.01 0.01 0.00
C -4.5369 2.0151 0.6840 0.02 0.00 0.01
C -3.6291 3.0592 0.5578 -0.02 0.00 0.00
C -2.2719 2.8194 0.7009 0.03 0.01 -0.01
P 0.7367 -1.2543 0.9126 0.11 0.27 0.22
C -0.3294 -2.6804 0.9660 -0.01 -0.02 0.01
C -0.1705 -3.6608 -0.0170 0.02 -0.03 0.01
C -0.9272 -4.8180 0.0446 -0.02 0.02 0.01
C -1.8286 -5.0037 1.0881 0.00 -0.01 0.00
C -1.9807 -4.0335 2.0688 0.00 -0.02 -0.01
C -1.2351 -2.8652 2.0093 -0.03 0.04 -0.04
C 2.4065 -1.8133 1.1704 -0.03 -0.11 -0.05
C 3.4548 -1.3690 0.3630 0.01 0.13 0.07
C 4.7350 -1.8558 0.5675 0.01 0.00 0.02
C 4.9707 -2.7778 1.5793 -0.01 0.01 0.00
C 3.9290 -3.2279 2.3826 0.01 0.01 0.00
C 2.6433 -2.7617 2.1724 -0.01 -0.04 -0.04
H 0.9307 0.8996 3.7877 0.01 -0.01 0.01
H 1.4324 -0.7871 3.6917 0.01 0.00 0.01
H -0.2390 -0.3859 4.1502 0.00 0.00 0.00
H -0.7535 3.1773 3.0920 0.00 -0.01 -0.01
H 0.5460 5.0416 4.0332 0.00 0.00 0.00
H 2.7982 5.5532 3.1635 0.00 0.00 0.00
H 3.7910 4.1729 1.3731 0.00 0.01 0.01
H 2.5259 2.2583 0.4485 -0.02 0.03 0.01
H -2.3968 -0.5325 1.2974 0.01 0.00 0.00
H -4.8033 -0.0837 1.0520 0.00 0.00 0.00
H -5.5971 2.2108 0.5927 0.00 0.00 0.00
H -3.9810 4.0646 0.3699 0.00 0.00 -0.01
H -1.5700 3.6406 0.6219 -0.01 0.00 0.00
H 0.5593 -3.5349 -0.8098 0.02 0.01 0.01
H -0.8034 -5.5858 -0.7072 0.00 -0.02 0.01
H -2.4070 -5.9163 1.1420 0.00 0.00 0.00
H -2.6726 -4.1899 2.8852 0.00 0.00 0.00
H -1.3565 -2.1104 2.7767 0.01 -0.01 0.00
H 3.2723 -0.6416 -0.4202 -0.01 -0.01 -0.01
H 5.5489 -1.5222 -0.0613 0.00 0.00 0.00
H 5.9714 -3.1567 1.7378 0.00 0.00 0.00
H 4.1180 -3.9530 3.1622 0.00 0.00 0.00
H 1.8274 -3.1501 2.7713 0.00 0.00 0.00